No. 1
Molecular formula: C37H37AsIN4O3PTi
Method: DFT, ωB97M-V with the def2-TZVPD basis set

DFT total energy, Ha: -5601.28200
Expectation value of S²: 0.772
LUMO level (spin up / spin down), eV: 2.21 / 2.21
HOMO-LUMO gap (spin up / spin down), eV: 4.92 / 7.69
Energy relative to the best compared isomer or geometry (same formula, charge and spin), eV: 0.957
Multiplicity: 2
Maximum force, eV/A: 1.8
Total charge: -1

Each line ends with the Löwdin spin population.
CARTESIAN COORDINATES (ANGSTROEM)
Ti (-1.51452, 1.15867, -1.37450)  0.024
O (-2.85489, -2.16348, -1.53792)  0.138
C (-1.79472, -1.68447, -2.02039)  0.161
O (-1.76934, -0.35541, -2.27627)  0.024
C (-0.63261, -2.45164, -2.29013)  0.131
C (-0.73894, -3.87945, -2.28506)  0.013
C (0.33982, -4.63737, -2.57076)  0.055
C (1.60664, -4.00213, -2.83960)  0.049
C (2.78179, -4.71585, -3.10916)  0.003
C (3.98882, -4.06788, -3.28888)  0.078
C (4.03676, -2.66737, -3.18783)  0.004
C (2.89615, -1.93728, -2.94425)  0.061
C (1.63956, -2.57743, -2.78081)  0.010
N (0.54509, -1.81890, -2.54045)  0.227
H (-1.70018, -4.32549, -2.05625)  -0.001
H (0.27796, -5.72141, -2.59375)  0.003
H (2.73105, -5.80006, -3.16275)  -0.002
H (4.89028, -4.63264, -3.49434)  0.006
H (4.98678, -2.15452, -3.29406)  -0.002
H (2.93011, -0.85561, -2.85445)  0.003
C (1.35799, -2.61257, 0.41656)  0.001
C (2.02867, -1.85809, 1.54019)  0.000
C (2.83847, -2.58317, 2.42135)  0.000
C (3.45747, -1.98498, 3.50141)  0.000
C (3.26211, -0.62728, 3.73293)  0.000
C (2.46870, 0.10657, 2.86838)  0.000
C (1.85635, -0.48288, 1.75365)  0.000
P (0.78517, 0.52861, 0.60766)  0.000
C (0.13645, 1.67179, 1.92279)  0.000
C (0.41712, 3.03549, 1.91763)  0.000
C (-0.08726, 3.88554, 2.89333)  0.000
C (-0.88788, 3.36794, 3.89988)  0.000
C (-1.15772, 2.00673, 3.92545)  0.000
C (-0.64919, 1.14001, 2.96047)  0.000
C (-0.90949, -0.34066, 3.10388)  0.000
C (1.95137, 1.63443, -0.28037)  0.000
C (3.19533, 2.02569, 0.22025)  0.000
C (3.96282, 2.98397, -0.42243)  0.000
C (3.47091, 3.57840, -1.57805)  0.000
C (2.26844, 3.15237, -2.11559)  0.000
C (1.50705, 2.14144, -1.51794)  0.000
C (0.35028, 1.55383, -2.26626)  -0.001
H (0.92123, -3.54086, 0.79359)  0.000
H (2.08259, -2.88069, -0.35773)  0.001
H (0.57199, -2.03260, -0.06326)  0.002
H (2.96781, -3.64657, 2.24662)  0.000
H (4.08373, -2.57011, 4.16500)  0.000
H (3.71971, -0.13993, 4.58567)  0.000
H (2.31059, 1.15691, 3.07723)  0.000
H (1.02989, 3.45176, 1.12655)  0.000
H (0.13035, 4.94611, 2.84991)  0.000
H (-1.30166, 4.02103, 4.65983)  0.000
H (-1.76557, 1.59615, 4.72547)  0.000
H (-0.02313, -0.85666, 3.48688)  0.000
H (-1.16253, -0.78774, 2.14346)  0.000
H (-1.72813, -0.51677, 3.80582)  0.000
H (3.57711, 1.58269, 1.13067)  0.000
H (4.92774, 3.26697, -0.01885)  0.000
H (4.04288, 4.35182, -2.07807)  0.000
H (1.91042, 3.58390, -3.04439)  0.000
H (0.58079, 0.49730, -2.45832)  0.000
H (0.21389, 2.05239, -3.22065)  0.000
N (-1.75681, 2.79550, -0.29116)  0.000
C (-1.77096, 3.94052, -0.01130)  0.001
N (-1.89053, 5.14866, 0.28637)  0.000
C (-1.03100, 6.06224, 0.68816)  0.000
N (-0.34177, 6.92002, 1.05592)  0.000
I (-2.12157, 3.96418, -3.56531)  0.001
C (-2.81224, 2.06486, -2.81814)  0.001
H (-3.80329, 2.29426, -2.42997)  0.000
H (-2.91532, 1.45453, -3.70759)  0.000
C (-4.83083, 0.19301, 1.60201)  0.000
As (-3.86536, -0.71492, 0.18020)  0.002
C (-3.92789, -2.46255, 0.96417)  0.002
C (-5.08432, -0.35343, -1.25361)  0.001
O (-2.40855, 0.13478, 0.21370)  0.002
H (-5.82913, -0.22797, 1.73241)  0.000
H (-4.90299, 1.25670, 1.37310)  0.000
H (-4.26172, 0.08130, 2.52579)  0.000
H (-4.98080, -2.68913, 1.13654)  0.000
H (-3.40938, -2.38904, 1.91820)  0.000
H (-3.46643, -3.19617, 0.31774)  0.000
H (-5.99500, -0.91971, -1.05794)  0.000
H (-4.65020, -0.63753, -2.20286)  0.001
H (-5.30233, 0.71128, -1.21544)  0.000

***

No. 2
Molecular formula: C3H3N2O2
Method: DFT, ωB97M-V with the def2-TZVPD basis set

DFT total energy, Ha: -375.69690
SMILES: O=C=[N+]=CCN=O
LUMO level, eV: -6.87
HOMO-LUMO gap, eV: 8.31
Energy relative to the best compared isomer or geometry (same formula, charge and spin), eV: 3.388
Maximum force, eV/A: 2.0
Total charge: +1

Each line ends with the Löwdin charge.
CARTESIAN COORDINATES (ANGSTROEM)
O (1.21156, 2.19275, -1.21287)  0.350
C (1.11209, 1.24985, -0.58808)  -0.194
N (1.48749, 0.30530, 0.18638)  0.204
C (0.75370, -0.63016, 0.65687)  0.052
C (-0.68048, -0.67898, 0.29024)  -0.075
N (-0.88829, 0.46621, -0.58068)  -0.040
O (-1.93398, 0.75012, -1.05417)  0.195
H (1.20780, -1.36545, 1.31591)  0.163
H (-0.94324, -1.63103, -0.19586)  0.172
H (-1.32666, -0.65861, 1.18227)  0.172

***

No. 3
Molecular formula: C6H7BrN2SSi
Method: DFT, ωB97M-V with the def2-TZVPD basis set

DFT total energy, Ha: -3603.98658
SMILES: BrC1=NC(C2=NCSC2)=C[SiH2]1
LUMO level, eV: -0.63
HOMO-LUMO gap, eV: 8.08
Energy relative to the best compared isomer or geometry (same formula, charge and spin), eV: 0.000
Maximum force, eV/A: 1.7
Total charge: 0

Each line ends with the Löwdin charge.
CARTESIAN COORDINATES (ANGSTROEM)
Br (-3.90325, -1.83158, 1.00346)  0.680
C (-2.48008, -1.09631, 0.02195)  -0.886
N (-1.44884, -0.71059, 0.65386)  0.017
C (-0.45792, -0.18201, -0.18121)  -0.328
C (0.74865, 0.27661, 0.48987)  -0.324
N (0.87877, 0.19580, 1.74301)  0.057
C (2.07376, 0.66350, 2.28418)  -0.465
S (3.15712, 1.29441, 0.89687)  0.825
C (1.88305, 0.86703, -0.32278)  -0.439
C (-0.68521, -0.13609, -1.51578)  -0.136
Si (-2.38598, -0.84625, -1.88326)  0.713
H (1.88639, 1.48017, 2.98423)  0.080
H (2.60047, -0.13805, 2.80593)  0.080
H (2.28172, 0.14302, -1.03550)  0.078
H (1.56595, 1.76485, -0.85614)  0.078
H (0.04287, 0.26006, -2.20034)  0.053
H (-3.37735, 0.12783, -2.32053)  -0.040
H (-2.38011, -2.13240, -2.56782)  -0.040

***

No. 4
Molecular formula: C20H44F3IN7O6PS2
Method: DFT, ωB97M-V with the def2-TZVPD basis set

DFT total energy, Ha: -3358.07731
LUMO level, eV: -1.72
HOMO-LUMO gap, eV: 5.85
Maximum force, eV/A: 1.1
Total charge: 0

Each line ends with the Löwdin charge.
CARTESIAN COORDINATES (ANGSTROEM)
C (2.64776, -3.56037, 2.54303)  -0.083
C (2.98320, -2.15020, 2.07554)  -0.246
N (1.75682, -1.36006, 1.81557)  -0.007
N (1.76203, -0.73654, 0.54653)  -0.143
C (2.41831, 0.56693, 0.37706)  -0.130
C (3.71024, 0.50357, -0.44789)  -0.168
C (4.99627, 0.50480, 0.39420)  -0.186
C (5.75934, 1.82955, 0.36503)  -0.216
N (4.82303, 2.96025, 0.51354)  0.003
C (5.32913, 4.10227, 1.22524)  -0.538
N (4.58455, 4.86995, 1.89821)  0.134
N (6.70491, 4.38974, 1.04202)  0.090
C (0.55260, -0.89729, -0.13716)  -0.377
N (-0.55704, -0.08660, -0.00949)  -0.081
C (-0.75875, 0.93227, -1.07313)  -0.158
C (-2.23009, 1.31324, -1.26975)  -0.193
C (-2.59062, 2.66976, -0.64930)  -0.183
C (-4.09308, 2.93181, -0.39057)  -0.150
C (-5.05862, 1.82607, -0.81622)  -0.242
O (-6.39203, 2.29437, -0.81156)  -0.149
C (-7.00807, 2.38292, -2.08821)  -0.261
C (-6.28978, 3.29728, -3.07229)  -0.077
C (-0.85278, 0.36339, 1.35897)  -0.102
C (-2.32455, 0.18775, 1.74435)  -0.192
O (-2.43799, 0.29194, 3.14030)  -0.138
C (-2.72280, 1.60601, 3.61586)  -0.263
C (-2.09037, 1.80513, 4.97872)  -0.063
N (0.44557, -1.88674, -1.00632)  -0.514
S (1.83612, -2.83486, -1.44615)  0.794
P (-1.23874, -2.17210, -1.78639)  0.488
O (-0.85342, -1.60421, -3.25621)  -0.389
I (-1.11997, -4.54199, -2.06230)  0.713
H (3.47257, -4.24486, 2.34597)  0.078
H (1.76215, -3.92030, 2.01754)  0.065
H (2.42495, -3.59461, 3.60980)  0.073
H (3.59262, -1.63285, 2.82181)  0.110
H (3.54204, -2.18567, 1.14095)  0.096
H (1.64792, -0.63358, 2.51718)  0.112
H (1.72060, 1.27663, -0.07243)  0.106
H (2.63971, 0.95542, 1.37631)  0.126
H (3.68062, -0.39103, -1.07203)  0.090
H (3.71175, 1.35147, -1.13530)  0.102
H (4.75752, 0.26925, 1.43533)  0.099
H (5.65956, -0.28884, 0.04311)  0.113
H (6.45165, 1.85056, 1.20658)  0.109
H (6.35909, 1.90948, -0.54525)  0.120
H (4.59501, 3.31104, -0.41140)  0.119
H (3.62422, 4.53571, 1.85760)  0.044
H (7.30937, 3.82813, 1.62984)  0.080
H (6.84565, 5.35827, 1.30867)  0.084
H (-0.16725, 1.81946, -0.81946)  0.117
H (-0.36444, 0.52100, -2.00145)  0.104
H (-2.41944, 1.33864, -2.34498)  0.121
H (-2.84971, 0.50665, -0.87672)  0.089
H (-2.03647, 2.78141, 0.28773)  0.088
H (-2.20255, 3.44997, -1.30805)  0.115
H (-4.40531, 3.85738, -0.87268)  0.102
H (-4.24438, 3.09980, 0.67870)  0.108
H (-4.79338, 1.41077, -1.79404)  0.113
H (-5.01409, 0.99749, -0.09993)  0.122
H (-7.11327, 1.37610, -2.51259)  0.120
H (-8.00811, 2.76389, -1.88643)  0.118
H (-6.98105, 3.60941, -3.85590)  0.077
H (-5.45208, 2.80384, -3.56838)  0.070
H (-5.91083, 4.18415, -2.56383)  0.073
H (-0.54633, 1.40936, 1.49472)  0.132
H (-0.29185, -0.24268, 2.06315)  0.113
H (-2.66825, -0.80304, 1.43858)  0.138
H (-2.96281, 0.93012, 1.25718)  0.093
H (-3.80983, 1.73175, 3.66806)  0.125
H (-2.34329, 2.34993, 2.90425)  0.109
H (-2.71180, 1.40780, 5.77952)  0.077
H (-1.93284, 2.86732, 5.16973)  0.077
H (-1.12022, 1.30836, 5.00981)  0.077
H (1.50240, -3.87038, -0.66369)  -0.128
H (0.02777, -1.82157, -3.59303)  0.053
C (-0.29073, -8.20809, -3.82001)  -0.664
F (-0.66544, -7.25002, -2.92533)  -0.083
F (-1.25260, -9.13202, -3.83169)  0.123
F (-0.28440, -7.61804, -5.02418)  0.106
S (1.37401, -8.83971, -3.32065)  0.423
O (1.10979, -9.35984, -1.99796)  -0.335
O (2.15427, -7.61714, -3.35682)  -0.353
O (1.67186, -9.81053, -4.34429)  -0.324

***

No. 5
Molecular formula: C2H24NO12
Method: DFT, ωB97M-V with the def2-TZVPD basis set

DFT total energy, Ha: -1048.36191
LUMO level, eV: 3.01
HOMO-LUMO gap, eV: 9.71
Energy relative to the best compared isomer or geometry (same formula, charge and spin), eV: 1.181
Maximum force, eV/A: 2.0
Total charge: -1

Each line ends with the Löwdin charge.
CARTESIAN COORDINATES (ANGSTROEM)
O (-0.62367, -1.15208, -0.53296)  -0.058
C (0.20404, -1.09027, 0.38197)  -0.339
N (1.43630, -0.62296, 0.18716)  0.083
C (2.22447, -0.16110, 1.38706)  -0.294
O (1.57613, 0.88037, 1.99144)  -0.238
H (-0.09428, -1.40336, 1.38528)  0.144
H (1.66654, -0.22649, -0.72384)  0.116
H (3.15900, 0.17953, 0.92738)  0.120
H (2.36784, -1.04431, 2.02047)  0.112
H (-3.36393, 0.19709, -1.02033)  0.010
H (-2.93099, -1.22040, -0.76772)  0.013
O (-3.69084, -0.70863, -1.07450)  -0.069
H (1.61954, 2.13443, -1.00579)  -0.009
H (1.05484, 1.46331, -2.29875)  0.012
O (1.86675, 1.55823, -1.78465)  -0.111
H (0.07959, 0.66333, 2.31011)  -0.010
H (-0.65339, 1.55010, 3.14815)  0.042
O (-0.89128, 0.76637, 2.62911)  -0.125
H (-1.05180, 0.42549, -1.41437)  -0.017
H (-1.60338, 1.87559, -1.46495)  0.002
O (-1.22707, 1.15479, -2.02443)  -0.088
H (1.48298, 3.51405, 0.85368)  0.053
H (1.32959, 1.87193, 1.13949)  0.010
O (1.15828, 2.71355, 0.43452)  -0.158
H (-1.94725, 3.13116, 0.52125)  0.025
H (-0.52697, 2.90456, -0.11150)  0.015
O (-1.46092, 3.16386, -0.30785)  -0.080
H (-2.69140, 1.41948, 1.97230)  -0.010
H (-4.10632, 1.22378, 1.50599)  0.031
O (-3.54816, 1.87654, 1.94473)  -0.074
H (-0.24148, -1.84536, -2.00714)  0.005
H (-0.02997, -2.00628, -3.57707)  0.033
O (0.29695, -2.27488, -2.71807)  -0.074
H (0.98804, -4.32642, 0.01435)  0.021
H (0.78340, -3.17265, 1.13733)  0.001
O (0.39013, -3.82683, 0.56938)  -0.048
H (1.91481, -3.49660, -1.81192)  0.018
H (2.49575, -2.61294, -0.69802)  0.012
O (2.58814, -3.47597, -1.11728)  -0.074

***

No. 6
Molecular formula: C8H10FHgN
Method: DFT, ωB97M-V with the def2-TZVPD basis set

DFT total energy, Ha: -618.72767
LUMO level, eV: 6.46
HOMO-LUMO gap, eV: 5.63
Energy relative to the best compared isomer or geometry (same formula, charge and spin), eV: 0.000
Maximum force, eV/A: 1.7
Total charge: -2

Each line ends with the Löwdin charge.
CARTESIAN COORDINATES (ANGSTROEM)
C (0.69859, 0.03829, -1.61218)  -0.225
C (1.87303, 0.07625, -0.81508)  -0.271
C (2.11151, 1.44109, -0.44434)  -0.289
C (1.05976, 2.23449, -1.01607)  -0.260
C (0.18624, 1.36150, -1.72087)  -0.225
Hg (0.12429, 1.04654, 1.42051)  1.074
C (-0.06211, -1.22650, 1.57767)  -0.265
C (-1.41375, -1.37405, 0.94922)  -0.707
C (-1.88828, -2.53049, 0.36883)  -0.117
N (-1.99712, -0.14317, 0.98904)  -0.125
H (2.99268, 1.81848, 0.05403)  0.042
H (2.51465, -0.76162, -0.60064)  0.049
H (0.94649, 3.30231, -0.93208)  0.051
H (-0.69266, 1.64856, -2.28411)  0.052
H (0.24884, -0.84423, -2.05353)  0.058
H (0.69164, -1.89944, 1.19531)  0.003
H (-2.70993, -0.13712, 0.24369)  -0.013
H (-0.04417, -1.08873, 2.66414)  -0.036
H (-1.33315, -3.45913, 0.45982)  -0.028
H (-2.79249, -2.54359, -0.22214)  -0.026
F (-0.51406, 3.04058, 1.77880)  -0.743

***

What is the formula in the second record? C3H3N2O2